DFT (wB97M-V/def2-TZVPD) results for 2 unconnected molecules or ions with the total composition C3HCl2FO in a non-equilibrium geometry.

LUMO ... -1.33 eV

Element x y z (Å)
C  -0.6210  1.1363  0.3619
C  -1.3125  0.0952  0.7341
C  1.4968  -0.4120  -0.7963
O  -0.0272  2.0816  0.0440
F  -2.5478  0.2496  1.2751
Cl  0.8741  -1.9305  -1.1634
Cl  3.1223  -0.3020  -1.1235
H  -0.9845  -0.9183  0.6681

Cartesian forces (eV/Å) of the 3 atoms listed first:
0.64 0.92 -0.32
-0.56 -0.73 0.33
-0.68 0.36 0.45